1.
Density functional theory data (the ωB97M-V functional and the def2-TZVPD basis) for a 4-piece molecular cluster, C4H14O3 overall at a distorted geometry.

Element x y z (Å)
C  -0.533  2.348  1.856
C  -0.797  1.211  0.908
C  -1.407  1.408  -0.258
C  -1.450  0.468  -1.444
H  -0.748  2.130  2.902
H  -1.249  3.139  1.579
H  0.439  2.813  1.705
H  -0.663  0.236  1.352
H  -2.011  2.298  -0.419
H  -0.489  0.525  -1.959
H  -1.575  -0.567  -1.158
H  -2.189  0.846  -2.150
O  0.823  -1.498  1.412
H  0.352  -1.505  0.571
H  1.713  -1.790  1.187
O  -1.214  -4.546  2.192
H  -1.423  -3.608  2.104
H  -0.252  -4.491  2.145
O  4.230  -0.144  -3.985
H  3.658  0.108  -4.716
H  4.788  0.621  -3.823

Summary:
- orbital gap (eV) = 9.34
- total energy (Eh) = -386.46455
- energy relative to the best compared isomer or geometry (same formula, charge and spin) (eV) = 1.693
- HOMO level (Ha) = -0.32662
- max |F| (eV/A) = 1.66

=====

2.
Density functional theory data (the ωB97M-V functional and the def2-TZVPD basis) for a 3-piece molecular cluster, C4H14O3 overall at a distorted geometry.

Element x y z (Å)
C  1.359  -1.269  -0.160
C  0.977  -0.323  -1.324
C  -0.184  -0.951  -2.088
C  -0.378  -0.428  -3.507
O  -1.350  -0.863  -1.258
H  0.562  -1.975  0.060
H  1.674  -0.785  0.751
H  2.235  -1.856  -0.464
H  0.651  0.632  -0.908
H  1.865  -0.089  -1.910
H  -0.004  -2.023  -2.185
H  -0.498  -1.250  -4.208
H  -1.198  0.273  -3.693
H  0.485  0.143  -3.865
H  -2.008  -0.403  -1.774
O  -1.354  1.227  2.470
H  -0.994  1.108  3.347
H  -1.649  0.421  2.044
O  0.900  2.074  4.442
H  1.308  1.245  4.170
H  1.604  2.521  4.921

Summary:
- orbital gap (eV) = 10.89
- total energy (Eh) = -386.49296
- energy relative to the best compared isomer or geometry (same formula, charge and spin) (eV) = 0.920
- HOMO level (Ha) = -0.37485
- max |F| (eV/A) = 1.13

=====

3.
Density functional theory data (the ωB97M-V functional and the def2-TZVPD basis) for a 5-piece molecular cluster, C4H14O4 overall at a distorted geometry.

Element x y z (Å)
C  0.037  -2.088  0.728
C  -0.118  -1.445  -0.455
C  -0.079  0.019  -0.628
C  -0.326  0.368  -1.930
H  0.342  -1.565  1.650
H  -0.294  -3.157  0.939
H  -0.261  -1.984  -1.407
H  0.147  0.641  0.203
H  -0.265  1.467  -1.997
H  -0.681  -0.263  -2.722
H  2.395  0.823  2.560
H  2.087  -0.525  1.954
O  1.681  0.287  2.293
H  2.659  -1.835  0.501
H  3.373  -0.588  0.733
O  3.250  -1.398  1.178
H  -0.714  3.594  -0.489
H  -1.958  2.808  -0.171
O  -1.275  3.255  0.262
H  -3.119  0.662  -0.267
H  -3.350  0.116  -1.776
O  -3.530  0.810  -1.157

Summary:
- orbital gap (alpha / beta) (eV) = 3.33 / 6.70
- charge = -1
- total energy (Eh) = -461.65752
- energy relative to the best compared isomer or geometry (same formula, charge and spin) (eV) = 2.059
- HOMO level (alpha / beta) (Ha) = 0.00968 / -0.11670
- multiplicity = 2
- max |F| (eV/A) = 5.43

=====

4.
Density functional theory data (the ωB97M-V functional and the def2-TZVPD basis) for a 4-piece molecular cluster, C4H14O4 overall at a distorted geometry.

Element x y z (Å)
C  -0.382  2.575  -0.878
C  0.025  1.844  0.346
C  -0.958  1.257  1.325
C  -0.506  -0.002  2.046
O  0.431  -0.653  1.655
H  -0.997  1.956  -1.518
H  0.574  2.875  -1.367
H  -0.883  3.543  -0.822
H  0.647  2.525  0.996
H  0.710  1.021  0.024
H  -1.903  0.928  0.771
H  -1.334  1.899  2.186
H  -0.798  -0.177  3.096
O  0.479  -2.469  -1.628
H  1.004  -1.771  -1.236
H  1.108  -3.199  -1.787
O  -2.311  -0.261  -1.439
H  -2.019  0.506  -1.939
H  -1.517  -0.811  -1.443
O  2.791  -1.574  -0.350
H  2.983  -2.489  -0.138
H  2.308  -1.129  0.368

Summary:
- orbital gap (eV) = 10.82
- total energy (Eh) = -461.72804
- energy relative to the best compared isomer or geometry (same formula, charge and spin) (eV) = 0.768
- HOMO level (Ha) = -0.37306
- max |F| (eV/A) = 3.36

=====

5.
Density functional theory data (the ωB97M-V functional and the def2-TZVPD basis) for a 4-piece molecular cluster, C4H14O4 overall at a distorted geometry.

Element x y z (Å)
C  1.639  0.659  -1.800
C  0.496  -0.294  -1.441
C  0.768  -1.457  -0.884
C  -0.310  -2.497  -0.721
O  -1.247  -2.237  0.328
H  2.323  0.194  -2.511
H  1.408  1.664  -2.126
H  2.206  0.822  -0.876
H  -0.439  0.003  -1.896
H  1.734  -1.799  -0.532
H  0.099  -3.471  -0.446
H  -0.923  -2.679  -1.616
H  -1.437  -1.306  0.453
O  -1.443  1.697  -0.022
H  -2.332  1.876  0.301
H  -1.531  2.031  -0.923
O  1.441  1.261  2.416
H  1.641  1.046  1.505
H  1.322  2.190  2.402
O  -2.025  0.896  3.121
H  -2.291  0.808  2.212
H  -1.097  0.594  3.055

Summary:
- orbital gap (eV) = 10.01
- total energy (Eh) = -461.70406
- energy relative to the best compared isomer or geometry (same formula, charge and spin) (eV) = 1.421
- HOMO level (Ha) = -0.35955
- max |F| (eV/A) = 2.45

=====

6.
Density functional theory data (the ωB97M-V functional and the def2-TZVPD basis) for a 5-piece molecular cluster, C4H14O4 overall at a distorted geometry.

Element x y z (Å)
C  -0.635  -1.226  1.522
C  -2.257  1.388  -0.645
O  1.216  1.440  1.065
C  -1.629  0.674  0.348
C  -1.495  -0.701  0.468
H  -0.331  -0.490  2.255
H  0.279  -1.645  1.063
H  -1.111  -2.075  2.032
H  -2.623  0.786  -1.475
H  -2.504  2.411  -0.434
H  1.492  0.475  0.952
H  -0.983  1.269  1.000
H  -1.700  -1.391  -0.351
H  -0.075  1.261  -1.109
H  1.127  1.734  0.188
O  0.703  1.662  -1.453
H  2.470  -1.751  0.900
H  1.646  -1.198  -0.611
O  1.797  -1.148  0.476
H  1.183  0.885  -1.842
H  2.135  -1.280  -2.399
O  1.294  -1.079  -1.951

Summary:
- orbital gap (eV) = 5.26
- total energy (Eh) = -461.58635
- energy relative to the best compared isomer or geometry (same formula, charge and spin) (eV) = 4.624
- HOMO level (Ha) = -0.31290
- max |F| (eV/A) = 3.45

=====

7.
Density functional theory data (the ωB97M-V functional and the def2-TZVPD basis) for a 3-piece molecular cluster, C4H14O4 overall at a distorted geometry.

Element x y z (Å)
C  1.774  -0.498  1.702
C  0.251  -0.500  1.248
O  -0.623  -0.994  2.322
C  -0.009  -1.217  -0.060
C  0.570  -0.471  -1.277
O  0.241  -1.126  -2.527
H  1.733  0.394  2.352
H  2.542  -0.370  0.996
H  2.050  -1.446  2.017
H  0.163  0.565  1.036
H  -0.851  -1.969  2.045
H  0.469  -2.279  -0.126
H  -1.085  -1.019  -0.241
H  0.237  0.514  -1.285
H  1.690  -0.420  -1.295
H  -0.544  -1.812  -2.513
O  -1.478  2.385  0.411
H  -1.790  2.558  1.366
H  -0.565  2.494  0.584
O  -1.460  1.956  -2.510
H  -1.911  2.248  -1.730
H  -1.407  1.007  -2.513

Summary:
- orbital gap (eV) = 10.94
- total energy (Eh) = -461.68346
- energy relative to the best compared isomer or geometry (same formula, charge and spin) (eV) = 1.981
- HOMO level (Ha) = -0.38480
- max |F| (eV/A) = 3.32

=====

8.
Density functional theory data (the ωB97M-V functional and the def2-TZVPD basis) for C4H15F4N3O11PbS4 as an isolated structure at a distorted geometry.

Element x y z (Å)
Pb  -0.150  0.064  -0.951
N  0.794  -1.877  -2.053
S  0.478  -3.044  -3.064
O  0.786  -4.380  -2.629
O  0.691  -2.724  -4.446
F  -1.124  -2.912  -2.972
S  2.435  -2.202  -1.868
O  3.214  -2.469  -3.043
O  2.798  -2.824  -0.620
F  2.808  -0.654  -1.615
N  -0.872  2.262  -0.073
S  -2.149  3.100  0.102
O  -2.421  4.001  -0.985
O  -2.508  3.489  1.441
F  -3.161  1.887  -0.229
S  0.167  3.347  0.668
O  0.529  3.081  2.025
O  0.089  4.692  0.202
F  1.464  2.762  -0.087
O  0.785  1.397  -2.965
H  0.636  2.266  -3.361
H  1.197  0.869  -3.666
O  -2.510  -0.419  -1.945
H  -3.021  -1.217  -1.763
H  -3.056  0.094  -2.554
C  -1.553  -0.807  3.414
C  -0.925  -0.399  2.088
C  0.580  -0.243  2.279
O  1.240  0.242  1.091
C  2.658  0.181  1.315
N  -1.272  -1.375  1.017
H  -2.636  -0.897  3.353
H  -1.177  -0.084  4.140
H  -1.208  -1.798  3.730
H  -1.496  0.481  1.783
H  1.097  -1.046  2.813
H  0.728  0.573  2.999
H  3.179  0.760  0.557
H  3.034  -0.841  1.266
H  2.881  0.642  2.279
H  -0.802  -2.255  1.253
H  -2.229  -1.719  1.071

Summary:
- orbital gap (eV) = 10.09
- total energy (Eh) = -3338.32582
- energy relative to the best compared isomer or geometry (same formula, charge and spin) (eV) = 1.359
- HOMO level (Ha) = -0.39237
- max |F| (eV/A) = 6.73